70
Properties=species:S:1:pos:R:3:mulliken_spin:R:1 method="wB97M-V/def2-TZVPD" energy_ev=-116351.6749 multiplicity=3 e_lumo_ha="-0.1147 / -0.1059"
Mo -0.26371 -0.27768 -0.88892 1.06
O 4.05649 -1.53191 -0.69272 0.00
P 2.55353 -1.78742 -1.09282 0.00
O 2.16959 -3.20516 -1.02099 0.00
O 1.67615 -0.78737 -0.31528 0.03
O 2.48833 -1.24296 -2.62341 0.00
P 1.17453 -1.53124 -3.50730 0.01
O 1.17109 -3.07872 -3.74585 0.00
O 1.07232 -0.69745 -4.68920 0.00
O -0.01404 -1.30239 -2.44553 0.03
H 4.34974 -0.62166 -0.82485 0.00
H 1.37963 -3.56830 -2.92599 0.00
F 0.60023 2.70993 -3.96125 0.00
C 1.49349 2.97580 -3.01524 0.00
F 2.58257 2.25186 -3.25420 0.00
F 1.81415 4.26916 -3.09718 0.00
C 0.91927 2.61452 -1.60057 0.01
O 0.53107 1.30459 -1.64120 -0.01
C 2.05345 2.79319 -0.53865 0.00
F 1.57900 2.61764 0.70538 0.00
F 3.01147 1.88751 -0.72525 0.00
F 2.60354 4.00252 -0.58883 0.00
C -0.30842 3.51739 -1.26696 0.01
F -1.23132 3.40584 -2.21566 0.00
F 0.02683 4.79909 -1.13856 0.00
F -0.87669 3.12383 -0.11441 0.00
F -0.44465 -6.40489 2.81683 0.00
C -0.12121 -6.45603 1.52360 -0.04
C 0.59685 -7.53291 1.06961 0.12
F 0.91345 -8.48116 1.94550 0.01
C 1.02597 -7.64560 -0.27151 -0.07
C 0.63926 -6.57925 -1.11142 0.12
C -0.09678 -5.52002 -0.65198 -0.04
F -0.45986 -4.57403 -1.52508 0.00
C -0.48868 -5.40226 0.68443 0.11
C -1.19331 -4.22014 1.15889 0.03
C -0.97499 -3.02801 0.54605 0.06
N -0.73225 -1.99399 0.05870 -0.07
C -2.05908 -4.18569 2.28920 0.01
N -2.78260 -4.14109 3.18480 0.00
F 0.97038 -6.59217 -2.39872 0.01
C 1.79356 -8.74929 -0.74062 0.39
C 2.17492 -9.84243 0.08423 -0.04
N 2.51971 -10.75853 0.69262 0.20
C 2.25677 -8.86398 -2.07978 -0.04
N 2.66666 -9.02311 -3.14509 0.20
C -3.08853 0.01787 1.18093 -0.01
C -3.18708 0.31552 -0.27971 0.04
C -4.28555 0.73947 -0.93270 -0.04
C -3.94759 0.93657 -2.32084 -0.03
C -2.65124 0.61968 -2.49341 0.03
C -1.89040 0.58181 -3.77354 0.00
N -2.11162 0.23467 -1.21951 -0.08
H -4.09917 -0.04501 1.58054 0.00
H -2.56870 0.80703 1.72635 0.00
H -2.59680 -0.93027 1.39451 0.00
H -5.25168 0.89357 -0.47669 0.00
H -4.61335 1.25791 -3.10684 0.00
H -2.45750 1.12532 -4.52737 0.00
H -1.75544 -0.43964 -4.12969 0.00
H -0.90382 1.02932 -3.70608 0.00
N 0.08281 1.43821 2.98323 0.01
C 0.25161 0.43324 2.14397 0.01
O -0.22037 0.53128 0.99161 -0.03
C 0.96090 -0.79981 2.61103 0.00
I 3.00121 -0.35490 3.04277 0.00
H -0.33474 2.29288 2.64673 0.00
H 0.51830 1.42551 3.89136 0.00
H 0.95391 -1.54318 1.82511 0.00
H 0.51357 -1.18445 3.52372 0.00